This record from the Open Molecules 2025 dataset describes a cluster of 14 separate species, C48H100Cl12O24 in total in a non-equilibrium geometry. The level of theory is ωB97M-V with the def2-TZVPD basis set.

Bonds (Å) are listed after each position.
Element x y z (Å)
1 C -2.559 -6.797 0.592  C2 1.508, H8 1.106, H9 1.105, H10 1.101
2 C -3.351 -6.234 1.745  C1 1.508, C3 1.533, O7 1.451, H11 1.128
3 C -2.606 -5.432 2.818  C2 1.533, O4 1.444, H12 1.087, H13 1.088
4 O -2.729 -4.068 2.361  C3 1.444, C5 1.333
5 C -3.748 -4.035 1.501  O4 1.333, O6 1.202, O7 1.369
6 O -4.084 -3.036 0.925  C5 1.202
7 O -4.275 -5.261 1.196  C2 1.451, C5 1.369
8 H -1.721 -6.160 0.255  C1 1.106
9 H -3.123 -7.195 -0.271  C1 1.105
10 H -2.091 -7.692 1.029  C1 1.101
11 H -4.014 -6.992 2.255  C2 1.128
12 H -1.547 -5.677 2.848  C3 1.087
13 H -3.045 -5.580 3.803  C3 1.088
14 C 2.254 1.625 -1.095  C15 1.531, H21 1.070, H22 1.079, H23 1.090
15 C 1.638 0.272 -0.732  C14 1.531, C16 1.505, O20 1.506, H24 1.098
16 C 1.376 -0.495 -2.001  C15 1.505, O17 1.452, H25 1.083, H26 1.142
17 O 2.252 -1.652 -1.961  C16 1.452, C18 1.342
18 C 2.828 -1.726 -0.750  O17 1.342, O19 1.217, O20 1.331
19 O 3.493 -2.673 -0.373  C18 1.217
20 O 2.537 -0.678 0.016  C15 1.506, C18 1.331
21 H 3.032 1.412 -1.798  C14 1.070
22 H 2.618 2.213 -0.267  C14 1.079
23 H 1.516 2.251 -1.599  C14 1.090
24 H 0.730 0.244 -0.114  C15 1.098
25 H 1.579 -0.016 -2.951  C16 1.083
26 H 0.339 -0.969 -2.076  C16 1.142
27 C 4.660 -3.672 -3.798  C28 1.508, H34 1.080, H35 1.056, H36 1.112
28 C 4.901 -2.477 -4.687  C27 1.508, C29 1.604, O33 1.449, H37 1.092
29 C 3.639 -1.670 -5.259  C28 1.604, O30 1.398, H38 1.062, H39 1.104
30 O 3.577 -0.543 -4.434  C29 1.398, C31 1.361
31 C 4.711 -0.433 -3.688  O30 1.361, O32 1.174, O33 1.325
32 O 4.942 0.388 -2.882  C31 1.174
33 O 5.541 -1.444 -3.897  C28 1.449, C31 1.325
34 H 4.027 -3.356 -2.983  C27 1.080
35 H 5.593 -4.014 -3.440  C27 1.056
36 H 4.207 -4.525 -4.348  C27 1.112
37 H 5.648 -2.724 -5.444  C28 1.092
38 H 2.776 -2.257 -5.058  C29 1.062
39 H 3.689 -1.438 -6.338  C29 1.104
40 C -5.157 3.059 -5.489  O41 1.441, H49 1.086, H50 1.032, H51 1.101
41 O -4.224 2.000 -5.203  C40 1.441, C42 1.491
42 C -5.030 0.760 -5.008  O41 1.491, C43 1.480, H52 1.122, H53 1.070
43 C -4.419 -0.276 -4.146  C42 1.480, O44 1.440, H54 1.119, H55 1.090
44 O -3.293 -0.986 -4.696  C43 1.440, C45 1.407
45 C -2.929 -2.114 -3.937  O44 1.407, C46 1.458, H56 1.055, H57 1.131
46 C -2.129 -2.937 -4.835  C45 1.458, O47 1.438, H58 1.127, H59 1.019
47 O -0.820 -2.387 -5.063  C46 1.438, C48 1.431
48 C -0.027 -3.080 -6.032  O47 1.431, H60 1.113, H61 1.145, H62 1.108
49 H -5.661 2.704 -6.383  C40 1.086
50 H -4.667 3.963 -5.582  C40 1.032
51 H -5.818 3.259 -4.632  C40 1.101
52 H -5.386 0.388 -6.005  C42 1.122
53 H -5.910 1.182 -4.570  C42 1.070
54 H -5.203 -1.070 -4.058  C43 1.119
55 H -4.230 0.064 -3.129  C43 1.090
56 H -3.811 -2.599 -3.619  C45 1.055
57 H -2.370 -1.789 -3.010  C45 1.131
58 H -2.687 -3.007 -5.811  C46 1.127
59 H -1.893 -3.838 -4.420  C46 1.019
60 H -0.682 -3.403 -6.871  C48 1.113
61 H 0.321 -4.073 -5.580  C48 1.145
62 H 0.866 -2.491 -6.319  C48 1.108
63 C 2.637 -0.624 3.560  O64 1.439, H72 1.113, H73 1.108, H74 1.110
64 O 1.310 -0.270 3.132  C63 1.439, C65 1.444
65 C 0.588 -1.443 2.697  O64 1.444, C66 1.475, H75 1.134, H76 1.094
66 C -0.814 -1.113 2.380  C65 1.475, O67 1.434, H77 1.077, H78 1.080
67 O -0.994 -0.371 1.167  C66 1.434, C68 1.449
68 C -2.328 -0.483 0.615  O67 1.449, C69 1.487, H79 1.108, H80 1.119
69 C -2.361 0.595 -0.409  C68 1.487, O70 1.486, H81 1.093, H82 1.119
70 O -1.498 0.144 -1.531  C69 1.486, C71 1.407
71 C -1.405 1.110 -2.550  O70 1.407, H83 1.092, H84 1.129, H85 1.094
72 H 2.877 0.188 4.283  C63 1.113
73 H 3.320 -0.623 2.687  C63 1.108
74 H 2.715 -1.577 4.123  C63 1.110
75 H 0.468 -2.147 3.579  C65 1.134
76 H 1.174 -1.807 1.848  C65 1.094
77 H -1.234 -0.615 3.238  C66 1.077
78 H -1.292 -2.078 2.305  C66 1.080
79 H -3.123 -0.274 1.357  C68 1.108
80 H -2.396 -1.535 0.239  C68 1.119
81 H -2.118 1.591 -0.029  C69 1.093
82 H -3.396 0.783 -0.791  C69 1.119
83 H -0.704 0.760 -3.309  C71 1.092
84 H -1.077 2.099 -2.116  C71 1.129
85 H -2.356 1.298 -3.058  C71 1.094
86 C -0.073 6.166 1.026  O87 1.415, H95 1.124, H96 1.120, H97 1.076
87 O -0.511 5.323 -0.024  C86 1.415, C88 1.373
88 C -0.215 5.638 -1.327  O87 1.373, C89 1.491, H98 1.041, H99 1.092
89 C 1.240 5.645 -1.651  C88 1.491, O90 1.416, H100 1.080, H101 1.107
90 O 1.783 6.942 -1.489  C89 1.416, C91 1.376
91 C 3.005 7.200 -2.068  O90 1.376, C92 1.490, H102 1.080, H103 1.109
92 C 3.384 8.641 -2.060  C91 1.490, O93 1.394, H104 1.116, H105 1.084
93 O 3.879 9.113 -0.845  C92 1.394, C94 1.473
94 C 5.045 8.377 -0.327  O93 1.473, H106 1.110, H107 1.082, H108 1.098
95 H -0.698 7.093 1.140  C86 1.124
96 H 1.023 6.316 0.849  C86 1.120
97 H -0.205 5.542 1.893  C86 1.076
98 H -0.664 6.511 -1.673  C88 1.041
99 H -0.644 4.812 -1.899  C88 1.092
100 H 1.349 5.276 -2.660  C89 1.080
101 H 1.844 4.864 -1.150  C89 1.107
102 H 2.931 6.896 -3.103  C91 1.080
103 H 3.781 6.600 -1.550  C91 1.109
104 H 2.638 9.443 -2.276  C92 1.116
105 H 4.072 8.764 -2.888  C92 1.084
106 H 5.797 8.286 -1.139  C94 1.110
107 H 4.847 7.386 0.060  C94 1.082
108 H 5.370 8.947 0.554  C94 1.098
109 C -4.987 -0.771 3.957  O110 1.405, H118 1.114, H119 1.101, H120 1.111
110 O -4.792 0.565 3.569  C109 1.405, C111 1.441
111 C -3.785 1.314 4.278  O110 1.441, C112 1.504, H121 1.098, H122 1.129
112 C -4.052 2.765 3.983  C111 1.504, O113 1.399, H123 1.089, H124 1.140
113 O -3.248 3.547 4.820  C112 1.399, C114 1.417
114 C -3.633 4.903 4.967  O113 1.417, C115 1.513, H125 1.056, H126 1.085
115 C -3.247 5.736 3.764  C114 1.513, O116 1.426, H127 1.099, H128 1.104
116 O -4.229 5.621 2.736  C115 1.426, C117 1.411
117 C -3.907 6.374 1.587  O116 1.411, H129 1.072, H130 1.101, H131 1.077
118 H -4.005 -1.286 4.058  C109 1.114
119 H -5.584 -1.219 3.147  C109 1.101
120 H -5.612 -0.799 4.874  C109 1.111
121 H -2.784 1.041 3.918  C111 1.098
122 H -3.909 1.153 5.388  C111 1.129
123 H -5.091 2.908 4.273  C112 1.089
124 H -3.940 2.919 2.859  C112 1.140
125 H -3.131 5.259 5.825  C114 1.056
126 H -4.676 5.119 5.169  C114 1.085
127 H -2.294 5.361 3.367  C115 1.099
128 H -3.208 6.769 4.152  C115 1.104
129 H -3.495 7.326 1.855  C117 1.072
130 H -4.796 6.478 0.946  C117 1.101
131 H -3.247 5.795 0.962  C117 1.077
132 C 1.103 -7.479 2.463  O133 1.398, H141 1.068, H142 1.089, H143 1.076
133 O 0.557 -6.202 2.617  C132 1.398, C134 1.419
134 C 1.290 -5.353 3.487  O133 1.419, C135 1.495, H144 1.122, H145 1.106
135 C 2.424 -4.656 2.807  C134 1.495, O136 1.421, H146 1.107, H147 1.064
136 O 3.492 -5.592 2.782  C135 1.421, C137 1.414
137 C 4.524 -5.090 1.954  O136 1.414, C138 1.518, H148 1.111, H149 1.068
138 C 5.858 -5.253 2.658  C137 1.518, O139 1.406, H150 1.098, H151 1.090
139 O 6.077 -4.012 3.282  C138 1.406, C140 1.378
140 C 7.281 -3.994 3.950  O139 1.378, H152 1.091, H153 1.092, H154 1.078
141 H 1.857 -7.462 1.706  C132 1.068
142 H 0.223 -8.088 2.263  C132 1.089
143 H 1.481 -7.800 3.418  C132 1.076
144 H 1.765 -5.886 4.352  C134 1.122
145 H 0.495 -4.673 3.845  C134 1.106
146 H 2.716 -3.723 3.328  C135 1.107
147 H 2.116 -4.395 1.823  C135 1.064
148 H 4.331 -4.017 1.741  C137 1.111
149 H 4.396 -5.670 1.067  C137 1.068
150 H 6.660 -5.397 1.921  C138 1.098
151 H 5.842 -6.100 3.344  C138 1.090
152 H 7.108 -4.333 4.973  C140 1.091
153 H 7.763 -3.014 3.955  C140 1.092
154 H 8.073 -4.571 3.500  C140 1.078
155 C 6.286 -1.237 1.504  Cl156 1.771, Cl157 1.834, H158 1.095, H159 1.117
156 Cl 7.643 -2.193 0.890  C155 1.771
157 Cl 6.707 0.070 2.720  C155 1.834
158 H 5.956 -0.710 0.602  C155 1.095
159 H 5.500 -1.899 1.940  C155 1.117
160 C -0.940 1.292 6.539  Cl161 1.721, Cl162 1.893, H163 1.073, H164 1.065
161 Cl -0.747 -0.417 6.473  C160 1.721
162 Cl 0.733 2.073 6.957  C160 1.893
163 H -1.226 1.654 5.571  C160 1.073
164 H -1.538 1.626 7.354  C160 1.065
165 C -1.326 0.646 -6.277  Cl166 1.724, Cl167 1.775, H168 1.119, H169 1.091
166 Cl -1.260 0.149 -7.926  C165 1.724
167 Cl -0.032 1.806 -5.918  C165 1.775
168 H -2.217 1.251 -5.971  C165 1.119
169 H -1.174 -0.241 -5.660  C165 1.091
170 C 0.687 2.704 1.925  Cl171 1.812, Cl172 1.792, H173 1.113, H174 1.079
171 Cl 2.153 3.536 2.591  C170 1.812
172 Cl -0.770 3.023 2.919  C170 1.792
173 H 0.600 3.138 0.903  C170 1.113
174 H 0.830 1.636 1.979  C170 1.079
175 C -6.521 3.173 -0.053  Cl176 1.825, Cl177 1.790, H178 1.072, H179 1.074
176 Cl -5.011 3.919 -0.755  C175 1.825
177 Cl -7.729 2.665 -1.273  C175 1.790
178 H -6.380 2.331 0.595  C175 1.072
179 H -6.964 3.934 0.561  C175 1.074
180 C 0.943 -4.488 -1.083  Cl181 1.774, Cl182 1.838, H183 1.095, H184 1.099
181 Cl -0.016 -3.314 -0.161  C180 1.774
182 Cl -0.098 -5.577 -2.135  C180 1.838
183 H 1.587 -3.856 -1.705  C180 1.095
184 H 1.525 -5.013 -0.313  C180 1.099

Values from the calculation:
F_max ... 3.269 eV/Å
Spin multiplicity ... 1
HOMO energy ... -9.51 eV
DFT total energy ... -250797.6370 eV
HOMO-LUMO gap ... 9.90 eV

These are the Mulliken partial charges, in e, on atoms 1 to 8: -0.913, 0.232, 0.372, -0.124, 0.505, -0.489, -0.400, -0.080